DFT (the ωB97M-V functional and the def2-TZVPD basis) results for C4H7NO in the gas phase.

Energy = -286.5703 Ha
ΔE to the lowest compared entry with this formula, charge and spin = 38.47 kcal per mole
Maximum force = 0.62 eV/Å
HOMO level = -9.941 eV
SMILES = C[C@H]1CN1C=O

Geometry as ORCA input:
```
! wB97M-V def2-TZVPD RIJCOSX def2/J DEFGRID3
* xyz 0 1
C 0.6669 1.4238 -0.9058
C -0.2012 0.2811 -0.4422
C 0.3399 -1.1113 -0.3857
N 0.1290 -0.3332 0.8230
C -0.8693 -0.7345 1.7033
O -1.8911 -0.1281 1.9271
H 0.5039 2.3162 -0.2945
H 0.4384 1.6772 -1.9460
H 1.7252 1.1512 -0.8388
H -1.2683 0.3795 -0.6414
H -0.3444 -1.9418 -0.5567
H 1.3781 -1.2966 -0.6547
H -0.6071 -1.6834 2.2125
*
```



DFT (the ωB97M-V functional and the def2-TZVPD basis) results for a 4-piece molecular cluster, C9H9Cl8NO2 overall in a non-equilibrium geometry.

Energy = -4234.9460 Ha
ΔE to the lowest compared entry with this formula, charge and spin = 4.90 kcal per mole
Maximum force = 3.21 eV/Å
HOMO level = -9.198 eV
SMILES = C[N+](=O)[O-].ClC(Cl)(Cl)Cl.ClC(Cl)(Cl)Cl.c1ccccc1

Geometry as ORCA input:
```
! wB97M-V def2-TZVPD RIJCOSX def2/J DEFGRID3
* xyz 0 1
C -30.3684 10.5317 12.5172
Cl -28.5959 10.9936 12.7768
Cl -30.5595 10.0805 10.7655
Cl -30.8763 9.2302 13.5727
Cl -31.3790 11.9428 12.9010
C -26.9613 14.3530 10.2345
Cl -26.7450 13.1796 8.8813
Cl -27.8640 15.8047 9.7830
Cl -27.6307 13.5257 11.6287
Cl -25.3075 14.8633 10.6062
C -31.4737 17.0484 8.4758
N -31.6195 18.5490 8.3674
O -31.1887 19.2118 9.2530
O -32.0139 19.0119 7.3369
H -32.3572 16.5791 8.9084
H -30.5397 16.7647 8.9609
H -31.3212 16.7684 7.4334
C -25.4804 14.0879 15.8886
C -25.2387 14.5215 14.6180
C -24.0360 15.2566 14.2992
C -23.1040 15.4391 15.2714
C -23.4071 15.0492 16.6012
C -24.5969 14.3572 16.9024
H -26.4940 13.7536 16.0541
H -26.0117 14.5092 13.8639
H -23.6842 15.7437 13.4018
H -22.2435 16.0616 15.0754
H -22.7431 15.4346 17.3608
H -24.8640 14.1557 17.9293
*
```



DFT (the ωB97M-V functional and the def2-TZVPD basis) results for a 16-piece molecular cluster, C24H42Cl30NO2S2 overall in a non-equilibrium geometry.

Energy = -15746.5649 Ha
ΔE to the lowest compared entry with this formula, charge and spin = 112.79 kcal per mole
Maximum force = 5.75 eV/Å
HOMO level = -11.425 eV

Geometry as ORCA input:
```
! wB97M-V def2-TZVPD RIJCOSX def2/J DEFGRID3
* xyz 1 1
O 9.9510 1.1496 3.8259
C 8.7878 0.8752 3.4198
O 8.4009 -0.4833 3.2644
S 7.6193 -0.7795 1.7748
C 7.6975 2.0156 3.0964
C 8.1292 3.1715 2.1343
C 7.0319 4.2317 1.8044
N 5.6929 4.1216 2.3870
C 5.2728 3.0718 3.2752
C 3.7798 2.9478 3.8646
C 2.6472 2.9468 2.7042
C 2.7783 1.6045 1.8193
S 2.0708 0.1818 2.7906
C 6.2696 1.9322 3.6962
H 7.6591 0.3454 0.9595
H 9.1848 3.1978 1.6840
H 7.3078 5.0655 1.0802
H 5.0140 4.8490 2.1011
H 3.6742 2.0360 4.5537
H 3.6005 3.9039 4.4867
H 2.7417 3.9214 2.0808
H 1.6052 2.9196 3.1867
H 3.8796 1.3355 1.6044
H 2.2121 1.7686 0.8404
H 2.8771 -0.1170 3.8890
H 5.9653 1.0798 4.3872
C 5.2980 -2.8312 -0.8107
Cl 3.9386 -2.7331 -1.9348
Cl 6.0932 -1.2606 -0.6352
H 4.9304 -3.1532 0.1628
H 6.0203 -3.5537 -1.1894
C -1.6129 0.3830 2.1725
Cl -3.0151 1.2939 2.7462
Cl -0.6102 1.3613 1.0939
H -1.0145 0.0763 3.0300
H -1.9587 -0.4938 1.6325
C -4.7524 -2.1746 1.7698
Cl -3.3669 -2.1861 2.8693
Cl -5.8986 -3.4547 2.1764
H -5.2556 -1.2112 1.8444
H -4.3973 -2.3278 0.7512
C 6.0981 1.4883 -3.8509
Cl 5.2436 -0.0572 -3.8903
Cl 5.9010 2.2887 -2.2845
H 7.1583 1.3112 -4.0266
H 5.6979 2.1343 -4.6311
C -7.0757 -5.2868 -0.6857
Cl -7.4190 -6.4372 -1.9822
Cl -5.6727 -4.2839 -1.0758
H -7.9427 -4.6426 -0.5449
H -6.8720 -5.8376 0.2316
C 1.2154 5.9941 0.1738
Cl 2.5936 5.9940 1.2846
Cl 0.0767 4.7043 0.5741
H 0.7057 6.9541 0.2434
H 1.5787 5.8419 -0.8416
C 6.1288 -5.7449 -3.6726
Cl 7.8795 -5.6634 -3.4434
Cl 5.3458 -6.5800 -2.3253
H 5.7330 -4.7319 -3.7389
H 5.9171 -6.2847 -4.5945
C -8.6006 -7.1849 -5.6288
Cl -9.2590 -5.8405 -6.5677
Cl -9.8260 -8.4257 -5.3413
H -7.7710 -7.6274 -6.1788
H -8.2480 -6.8067 -4.6703
C -5.1261 -3.1380 -4.4126
Cl -6.1034 -3.7831 -5.7359
Cl -5.2233 -1.3738 -4.3472
H -5.4917 -3.5473 -3.4717
H -4.0875 -3.4300 -4.5641
C -2.2018 5.1847 3.6184
Cl -0.6825 5.7868 4.2943
Cl -3.4471 6.4383 3.6279
H -2.0299 4.8644 2.5917
H -2.5446 4.3406 4.2154
C -0.9753 -3.4128 0.1386
Cl -2.3348 -3.3648 -0.9903
Cl -0.2088 -1.8254 0.2814
H -1.3396 -3.7199 1.1183
H -0.2398 -4.1301 -0.2231
C 12.9432 0.0141 3.7959
Cl 13.7006 0.9150 2.4762
Cl 13.8521 -1.4546 4.1708
H 12.9100 0.6460 4.6823
H 11.9321 -0.2608 3.5016
C -10.6759 -2.4819 -4.6459
Cl -8.9274 -2.3673 -4.4135
Cl -11.4496 -3.2995 -3.2824
H -11.0879 -1.4774 -4.7356
H -10.8754 -3.0458 -5.5564
C -6.4743 6.2830 1.4014
Cl -6.4543 6.4789 -0.3552
Cl -6.8250 4.6099 1.8525
H -5.4984 6.5606 1.8000
H -7.2420 6.9316 1.8214
C -12.6041 1.3620 -3.3894
Cl -12.9471 0.2138 -4.6892
Cl -11.2037 2.3676 -3.7778
H -13.4723 2.0039 -3.2466
H -12.3996 0.8086 -2.4738
*
```



DFT (the ωB97M-V functional and the def2-TZVPD basis) results for C2H2AgBrCl6 as an isolated structure in a non-equilibrium geometry.

Energy = -5558.6653 Ha
Maximum force = 1.69 eV/Å
HOMO level (spin up / spin down) = -16.434 / -16.419 eV

Geometry as ORCA input:
```
! wB97M-V def2-TZVPD RIJCOSX def2/J DEFGRID3
* xyz 2 3
Ag -0.5435 -4.3333 1.5815
Br -1.1371 -1.6727 1.1063
C -0.4557 2.0266 1.7620
Cl 0.3431 2.5362 3.2266
Cl 0.5198 1.8473 0.2709
Cl -1.7762 3.2506 1.4189
H -1.0869 1.1662 1.9844
C 0.7568 -0.9746 -2.1935
Cl 0.5763 0.2171 -3.5155
Cl 2.4582 -0.7871 -1.5320
Cl 0.2655 -2.6503 -2.6957
H 0.0796 -0.6260 -1.4138
*
```



DFT (the ωB97M-V functional and the def2-TZVPD basis) results for a 3-piece molecular cluster, C21H45N2O2S overall in a non-equilibrium geometry.

Energy = -1485.2686 Ha
Maximum force = 1.21 eV/Å
HOMO level = -1.247 eV

Geometry as ORCA input:
```
! wB97M-V def2-TZVPD RIJCOSX def2/J DEFGRID3
* xyz -1 1
C -1.7496 -5.7308 0.7044
C -2.8048 -4.6353 0.8396
C -2.4609 -3.3785 -0.0001
C -3.3375 -3.2501 -1.2457
C -2.6364 -2.5216 -2.4174
C -3.2049 -1.1429 -2.7447
C -3.5380 -0.2612 -1.5173
C -3.0532 1.2026 -1.6518
C -2.2662 1.7131 -0.4484
C -0.8526 1.1182 -0.2035
C -0.2562 0.2509 -1.3039
C 1.1925 -0.1201 -1.0344
C 2.1576 1.0663 -1.1556
C 1.7509 2.2130 -2.1071
C 1.8451 1.7510 -3.5549
S 0.6360 2.5636 -4.6726
H -1.3181 -5.7394 -0.2900
H -0.9636 -5.6009 1.4414
H -2.1888 -6.7086 0.8892
H -3.7670 -5.0123 0.5052
H -2.8670 -4.3448 1.8839
H -1.4204 -3.4343 -0.2993
H -2.5724 -2.5013 0.6321
H -3.5722 -4.2610 -1.5730
H -4.2741 -2.7590 -0.9977
H -2.7390 -3.1470 -3.3029
H -1.5736 -2.4801 -2.2055
H -4.1317 -1.3134 -3.2942
H -2.5386 -0.6301 -3.4318
H -3.0532 -0.6819 -0.6436
H -4.6133 -0.2716 -1.3888
H -3.9426 1.8337 -1.7269
H -2.5269 1.3504 -2.5846
H -2.8905 1.5506 0.4302
H -2.1835 2.7971 -0.5468
H -0.9123 0.4747 0.6732
H -0.1508 1.8913 0.0774
H -0.8164 -0.6783 -1.3130
H -0.4373 0.6988 -2.2939
H 1.4775 -0.8536 -1.7981
H 3.0891 0.6585 -1.5662
H 2.4342 1.5153 -0.1953
H 0.7793 2.6327 -1.8831
H 2.4821 3.0163 -1.9952
H 2.8350 1.9448 -3.9495
H 1.6632 0.6818 -3.6071
H -0.2054 3.0243 -3.7414
C -1.0149 4.6767 3.0713
C -0.0709 3.5073 2.9033
O 0.5814 3.3398 1.8926
N 0.0222 2.6199 3.9345
C -0.6709 2.6405 5.2053
H -0.9762 5.2780 2.1685
H -2.0385 4.3286 3.2180
H -0.7190 5.2947 3.9208
H 0.6578 1.8588 3.7470
H 0.0491 2.6804 6.0260
H -1.2726 1.7363 5.3188
H -1.3246 3.5037 5.2740
C 5.2061 0.7950 1.9239
C 5.4130 -0.6629 2.2466
O 5.3465 -1.0935 3.3900
N 5.6844 -1.4971 1.2113
C 5.8107 -1.1798 -0.2001
H 4.9969 1.3266 2.8469
H 6.1043 1.2173 1.4699
H 4.3603 0.9215 1.2449
H 5.7987 -2.4572 1.4939
H 5.0652 -1.7399 -0.7656
H 6.8076 -1.4634 -0.5477
H 5.6602 -0.1223 -0.3849
*
```